Formula: C19H25BrN3O4Rh
Source: the OMol25 dataset
Level of theory: the ωB97M-V functional and the def2-TZVPD basis

Calculated values
energy relative to the best compared isomer or geometry (same formula, charge and spin): 0.00 kJ/mol
E_HOMO (spin up / spin down): -9.7 / -10.6 eV
LUMO energy (spin up / spin down): -2.11 / -4.66 eV

```
! wB97M-V def2-TZVPD RIJCOSX def2/J DEFGRID3
* xyz 1 6
Rh 0.8671 0.3797 0.2390
Br 3.4927 -5.5934 -1.5871
O -0.6680 -0.9962 1.7428
O 1.8197 2.2340 -0.5989
O 0.5700 1.3042 2.2050
O -1.3104 0.4161 -0.3874
N -2.9584 -0.9562 -1.0695
N 1.6075 2.6747 -1.8097
N -0.6425 1.7646 4.0400
C -3.3584 -0.0267 -2.1212
C -1.9421 -0.6511 -0.2711
C 1.7091 -1.4488 -0.3192
C 2.1173 -3.1436 -2.0154
C 2.6572 2.0481 -4.3163
C -1.7445 1.4732 4.9510
C -1.3158 -0.1238 2.6449
C 2.9053 -3.4909 0.2342
C 1.4533 1.4403 -3.8673
C 3.2462 3.0685 -3.5252
C 0.2414 2.8629 4.4239
C -1.5282 -1.6350 0.8280
C -3.6466 -2.2418 -1.0665
C 1.5914 -1.9165 -1.6297
C -0.3816 1.0401 2.9578
C 2.3673 -2.2621 0.6017
C 0.9110 1.7752 -2.6813
C 2.7197 3.4177 -2.3347
C 2.7734 -3.9211 -1.0748
H 3.0888 4.1842 -1.6725
H -4.6917 -2.1125 -0.7843
H -3.1779 -2.9459 -0.3878
H 1.0884 -1.3220 -2.3876
H 2.4697 -1.9464 1.6346
H -2.9005 -0.3033 -3.0726
H 0.6983 2.6450 5.3896
H -0.9502 -2.4479 0.3842
H -0.3365 3.7829 4.5034
H 2.0210 -3.4919 -3.0352
H 1.0164 2.9823 3.6763
H -3.0521 0.9797 -1.8565
H -2.3963 -2.0564 1.3392
H 4.1183 3.5999 -3.8808
H 3.0882 1.7725 -5.2663
H 3.4195 -4.1072 0.9594
H -2.6237 1.1217 4.4168
H -0.0376 1.4268 -2.2959
H -1.4564 0.7381 5.7046
H -2.0175 2.3957 5.4572
H 0.9370 0.7259 -4.4947
H -4.4410 -0.0677 -2.2267
H -3.6069 -2.6682 -2.0688
H -1.5747 -0.6709 3.5536
H -2.2355 0.2939 2.2178
*
```

Results of the Mulliken charge analysis, in e, for atoms 1 through 5: atom 1 (Rh): 0.196, atom 2 (Br): -0.170, atom 3 (O): -0.218, atom 4 (O): -0.564, atom 5 (O): -0.709


Formula: BClH4N
Source: the OMol25 dataset
Level of theory: the ωB97M-V functional and the def2-TZVPD basis

Calculated values
E_HOMO: -3.8 eV
LUMO energy: 4.17 eV

```
! wB97M-V def2-TZVPD RIJCOSX def2/J DEFGRID3
* xyz -1 1
Cl 0.3683 -1.5790 1.4859
N -0.8139 0.5589 -0.0084
B 0.4143 -0.3537 -0.0423
H 1.4815 0.2376 0.0845
H 0.4010 -1.0422 -1.0506
H -0.6528 1.4411 0.4538
H -1.1984 0.7373 -0.9230
*
```

Results of the Mulliken charge analysis, in e, for atoms 1 through 5: atom 1 (Cl): -0.479, atom 2 (N): -0.546, atom 3 (B): 0.063, atom 4 (H): -0.171, atom 5 (H): -0.182


Formula: C27H36F6O12
Source: the OMol25 dataset
Level of theory: the ωB97M-V functional and the def2-TZVPD basis

Calculated values
E_HOMO: -9.5 eV
SMILES: CCCOCC1=C(CCCOC)C(=O)C(CCOC=O)=C(CC(=O)O)C1=O.CCOC(=O)C(F)(F)F.CCOC(=O)C(F)(F)F
LUMO energy: -0.99 eV

```
! wB97M-V def2-TZVPD RIJCOSX def2/J DEFGRID3
* xyz 0 1
F 1.7111 3.4467 -1.7446
F 9.2739 -2.1349 -3.9551
F 3.4019 2.5016 -2.7081
F 8.7286 -2.9972 -2.0411
F 7.7733 -3.6923 -3.8535
F 1.3964 1.7890 -3.0931
O 6.1105 -1.6012 -3.6498
O -1.3366 3.3893 0.6921
O -0.6617 -3.5700 2.3405
O 2.5781 -3.3634 2.8594
O -1.6984 1.1221 3.8243
O -0.2358 1.5013 0.1699
O -5.9513 2.7613 1.5401
O 1.5183 3.5452 -5.1170
O 3.0284 -1.1916 2.9796
O 7.5908 -0.5896 -2.2784
O -3.1482 -4.1840 1.5590
O 2.5620 5.0064 -3.7460
C -2.4385 -1.9776 2.3485
C -3.9666 -4.6891 0.5251
C -3.4509 -6.0672 0.1498
C -5.7322 1.4193 1.9361
C -1.0135 -2.4105 2.2461
C 2.5381 6.0340 -4.7620
C -4.0531 -0.1314 2.9544
C 8.2563 -2.6225 -3.2339
C -2.6909 -0.7185 2.7506
C 1.3168 -1.8409 1.4367
C 1.1743 6.6779 -4.8749
C -7.2145 3.2495 1.9190
C 5.5863 0.1213 -1.0670
C 0.7359 1.0548 2.3844
C -0.2220 -0.0986 2.4511
C 2.0128 3.8499 -4.0742
C -1.5484 0.1805 3.0662
C 6.6755 0.5011 -2.0447
C 7.1608 -1.5477 -3.0832
C -4.2510 1.2020 2.2079
C -0.7835 2.7064 -0.1180
C 0.0296 -1.3523 2.0501
C 2.1274 2.8761 -2.8857
C -3.5742 -2.9341 2.0470
C 0.9611 1.5689 0.9655
C -3.7779 -7.0954 1.2333
C 2.4010 -2.0780 2.4710
H -4.1514 -3.0862 2.9683
H 0.8611 7.0768 -3.9098
H -3.8821 2.0402 2.7928
H -4.8342 -0.8202 2.6333
H 3.2806 6.7587 -4.4372
H -6.0450 0.7534 1.1209
H 1.0984 -2.7786 0.9276
H -3.4697 -8.1014 0.9564
H -5.0120 -4.7650 0.8566
H 6.2663 0.8387 -2.9964
H -8.0222 2.5556 1.6627
H -0.7153 3.0234 -1.1626
H -2.3657 -5.9763 0.0711
H -4.8496 -7.0832 1.4414
H 1.2099 7.4932 -5.5962
H -3.9477 -4.0241 -0.3481
H 4.9559 0.9856 -0.8605
H 2.6415 -3.9529 2.0989
H 4.9581 -0.6741 -1.4660
H 2.8687 5.6092 -5.7090
H -3.8659 -6.3720 -0.8103
H 1.7561 1.0152 0.4686
H 6.0190 -0.2304 -0.1298
H -4.2476 -2.4693 1.3206
H -4.2039 0.0544 4.0210
H 7.2929 1.2997 -1.6405
H -7.3981 4.1856 1.3950
H -6.3298 1.1906 2.8257
H -7.2557 3.4445 2.9968
H 0.3823 1.8589 3.0256
H -3.7312 1.1887 1.2482
H -3.2676 -6.8260 2.1573
H 1.2999 2.6039 1.0331
H 1.6768 -1.1353 0.6912
H 0.4235 5.9615 -5.2043
H 1.7038 0.7405 2.7802
*
```

Results of the Mulliken charge analysis, in e, for atoms 1 through 5: atom 1 (F): -0.265, atom 2 (F): -0.254, atom 3 (F): -0.292, atom 4 (F): -0.247, atom 5 (F): -0.235


Formula: C26H34F2N2O2PS2
Source: the OMol25 dataset
Level of theory: the ωB97M-V functional and the def2-TZVPD basis

Calculated values
E_HOMO: -10.4 eV
LUMO energy: -4.72 eV

```
! wB97M-V def2-TZVPD RIJCOSX def2/J DEFGRID3
* xyz 1 1
S 7.4976 6.1230 1.1214
S 3.7397 5.7914 1.1362
P 6.5723 4.6883 1.9696
F -7.8099 1.9620 4.1223
F -4.4482 -1.6951 -0.9480
O -0.2126 -2.0035 -0.4744
O -1.5421 -3.7537 -0.7984
N 5.4592 3.7692 0.8800
N 5.9884 2.6215 0.4707
C 3.4953 3.4774 -0.3980
C -7.0700 -4.8157 -1.4102
C 1.6522 -0.5251 -0.6948
C 6.3501 -1.6137 0.4121
C -1.2983 -2.6223 -0.9967
C -5.7184 -5.0663 -1.2119
C 0.5588 -1.2862 -1.4409
C -8.2915 -0.3162 4.4411
C 4.2806 4.2362 0.4856
C -4.8244 -4.0168 -1.0535
C 2.2016 4.0542 -0.8855
C 5.3088 -0.6640 -0.1757
C -7.2109 -0.8436 1.9344
C 3.9915 2.2379 -0.7915
C -6.6520 -2.4492 -1.2938
C -7.5349 -3.5081 -1.4504
C -7.2415 0.4604 2.4074
C 6.2420 0.5337 -2.2799
C -7.7811 0.6969 3.6552
C 5.9911 0.6058 -0.7535
C -7.7190 -1.8812 2.7028
C 5.2888 1.8689 -0.3522
C -5.3167 -2.7303 -1.1001
C -8.2595 -1.6145 3.9532
C 1.7879 0.9621 -1.0861
C 3.1770 1.3510 -1.6772
H -7.7613 -5.6383 -1.5320
H 7.2996 0.4577 -2.5056
H -0.0948 -0.6077 -1.9964
H 1.4068 -0.5983 0.3624
H 4.6521 -0.3487 0.6375
H 3.6956 0.4312 -1.9171
H -7.6936 -2.8952 2.3262
H 0.9902 -1.9933 -2.1494
H 7.2196 -1.6930 -0.2391
H 6.9698 0.6398 -0.2817
H 5.8163 1.3799 -2.8151
H 6.7110 -1.2281 1.3649
H 2.5988 -1.0428 -0.8219
H 4.3650 6.5520 0.2264
H 5.9422 -2.6040 0.5906
H -6.9911 -1.4223 -1.3220
H 1.5065 4.1713 -0.0572
H 7.3710 3.6261 2.3861
H -1.9516 -1.9493 -1.5657
H -8.7038 -0.0857 5.4140
H 1.7572 3.4600 -1.6709
H -8.5866 -3.3090 -1.6042
H 5.7660 -0.3542 -2.6947
H -8.6595 -2.4202 4.5538
H 4.7319 -1.1753 -0.9410
H 3.0251 1.8639 -2.6282
H 1.5983 1.5523 -0.1927
H -5.3556 -6.0844 -1.1753
H -6.7853 -1.0511 0.9644
H 2.3881 5.0476 -1.2893
H 1.0169 1.2068 -1.8120
H -6.8566 1.2854 1.8233
H 5.7248 4.9665 3.0405
H -3.7649 -4.1739 -0.8976
*
```

Results of the Mulliken charge analysis, in e, for atoms 1 through 5: atom 1 (S): -0.265, atom 2 (S): -0.186, atom 3 (P): 0.106, atom 4 (F): -0.315, atom 5 (F): -0.313


Formula: C4H10O
Source: the OMol25 dataset
Level of theory: the ωB97M-V functional and the def2-TZVPD basis

Calculated values
energy relative to the best compared isomer or geometry (same formula, charge and spin): 224.76 kJ/mol
E_HOMO: -9.4 eV
SMILES: CCOCC
LUMO energy: 1.13 eV

```
! wB97M-V def2-TZVPD RIJCOSX def2/J DEFGRID3
* xyz 0 1
O 0.5843 -0.7424 -0.2626
C -1.7052 -1.4135 0.1344
C 1.4440 0.4101 -0.3005
C 1.2823 1.4000 0.8606
C -0.7775 -0.5412 -0.6424
H -1.7696 -2.4092 -0.3069
H -0.9480 0.5227 -0.6356
H 0.2690 1.8125 0.9023
H 2.4746 0.0270 -0.2997
H 1.2837 0.9259 -1.2531
H 1.5055 0.9344 1.8265
H -2.6061 -0.9386 -0.3188
H -1.4941 -0.6920 -1.6508
H -1.5181 -1.5409 1.2150
H 1.9750 2.2452 0.7315
*
```

Results of the Mulliken charge analysis, in e, for atoms 1 through 5: atom 1 (O): -0.374, atom 2 (C): -1.002, atom 3 (C): -0.363, atom 4 (C): -0.927, atom 5 (C): -0.266


Formula: C15H29F10InN2O4S
Source: the OMol25 dataset
Level of theory: the ωB97M-V functional and the def2-TZVPD basis

Calculated values
E_HOMO: -6.8 eV
LUMO energy: -1.65 eV

```
! wB97M-V def2-TZVPD RIJCOSX def2/J DEFGRID3
* xyz 0 1
In -1.1132 -2.0963 -0.7752
S -5.5426 0.2817 -1.0684
F -6.8833 -0.5749 -0.6242
F -4.6932 -1.0267 -1.5935
F -6.4122 1.6933 -0.7005
F -3.4941 0.9419 0.5161
F -5.9175 -1.6445 1.8082
F -5.5285 1.2615 1.4122
F -6.1948 0.3830 -2.6019
F -4.2221 -0.5368 2.7937
F -4.3217 1.3158 -1.6251
F -4.2811 -6.0393 -2.9885
O -1.4102 -5.1485 -0.6765
O -1.7462 -0.6730 -2.2075
O -4.7962 -4.1304 -1.8760
O 4.2771 2.6007 0.2545
N 2.8099 3.8602 2.0721
N -2.5279 -4.3437 -2.6827
C 0.8715 1.0890 -0.3523
C 1.8598 0.4949 -1.4694
C -4.7774 0.3167 0.6262
C 1.6728 -1.0671 -1.7745
C 5.1275 4.4464 2.6036
C 1.7210 -3.4375 -0.6160
C -2.0816 -1.6995 1.2269
C 5.4359 3.1017 -0.4145
C -3.9085 -4.7699 -2.4524
C 4.1182 3.3072 2.5589
C 4.5073 2.1833 1.5963
C -4.6824 -0.9922 1.4900
C -1.7539 -4.1904 -1.4127
C 1.1220 -1.9233 -0.5226
C -3.6463 -2.1256 1.0935
H 1.2201 -4.1266 0.1437
H 1.0053 -1.2376 -2.7008
H 1.5500 -3.7733 -1.6984
H 1.3769 -1.4798 0.4984
H 1.6855 1.0748 -2.4465
H -0.2032 0.7138 -0.4179
H 2.8405 -3.3828 -0.3900
H 0.8232 2.2364 -0.4678
H 4.8971 5.1249 3.4299
H 2.6966 -1.5000 -2.0433
H -1.9246 -0.6530 1.6443
H -3.8266 -2.6404 0.0962
H -2.5929 -3.4056 -3.1074
H 2.5598 4.7572 2.4951
H 5.3575 2.8369 -1.4711
H 6.3641 2.6873 -0.0146
H 2.0396 3.1987 2.2220
H 3.8413 1.3315 1.7687
H 5.1234 5.0421 1.6878
H 5.5268 1.8246 1.7581
H 1.3040 0.8515 0.6784
H -3.7846 -2.9565 1.8857
H -1.2533 -0.8514 -3.0349
H -1.5665 -2.4173 1.9725
H 3.9532 2.9167 3.5656
H 5.4540 4.1916 -0.3432
H 2.8801 3.9798 1.0488
H 6.1371 4.0624 2.7591
H 2.9273 0.7366 -1.1359
*
```

Results of the Mulliken charge analysis, in e, for atoms 1 through 5: atom 1 (In): 0.876, atom 2 (S): 1.186, atom 3 (F): -0.291, atom 4 (F): -0.156, atom 5 (F): -0.353


Formula: CHCl2I2P
Source: the OMol25 dataset
Level of theory: the ωB97M-V functional and the def2-TZVPD basis

Calculated values
energy relative to the best compared isomer or geometry (same formula, charge and spin): 227.52 kJ/mol
E_HOMO (spin up / spin down): -7.9 / -8.8 eV
LUMO energy (spin up / spin down): -1.68 / -1.47 eV

```
! wB97M-V def2-TZVPD RIJCOSX def2/J DEFGRID3
* xyz 0 1
I -0.2148 -2.5063 -0.0796
I -1.7637 0.3814 1.1961
Cl -4.3474 1.1956 -1.8610
Cl -5.1103 -1.1537 0.1850
P -4.4978 0.7177 0.0465
C 0.1120 -0.5831 0.8776
H 0.6935 -0.0641 0.1076
*
```

Results of the Mulliken charge analysis, in e, for atoms 1 through 5: atom 1 (I): 0.046, atom 2 (I): 0.235, atom 3 (Cl): -0.144, atom 4 (Cl): -0.131, atom 5 (P): 0.233


Formula: C3H10NOS
Source: the OMol25 dataset
Level of theory: the ωB97M-V functional and the def2-TZVPD basis

Calculated values
energy relative to the best compared isomer or geometry (same formula, charge and spin): 189.02 kJ/mol
E_HOMO: -2.9 eV
LUMO energy: 3.49 eV

```
! wB97M-V def2-TZVPD RIJCOSX def2/J DEFGRID3
* xyz -1 1
S 1.4539 1.9842 -0.3160
O -1.1896 -0.7498 0.1713
N -1.7618 -2.9983 -0.2255
C 0.6264 1.5209 1.3017
C 1.0344 0.5175 -1.2864
C -1.6045 -1.8954 0.7790
H -1.1117 -3.7667 -0.2314
H -2.5643 -1.7395 1.3081
H -1.6873 -2.4280 -1.0583
H 0.2264 0.7040 -2.0033
H 0.1491 2.4304 1.6771
H 1.3890 1.1236 1.9723
H -0.1082 0.7188 1.1492
H 0.6290 -0.3663 -0.7811
H -0.8671 -2.1937 1.5489
H 1.9197 0.3048 -1.8844
*
```

Results of the Mulliken charge analysis, in e, for atoms 1 through 5: atom 1 (S): -0.188, atom 2 (O): -0.817, atom 3 (N): -0.693, atom 4 (C): -0.405, atom 5 (C): -0.694


> What is the formula in the fifth record?

C4H10O